Record 1
C15H31BCuF4P2 | ωB97M-V/def2-TZVPD

Properties
**Kohn-Sham gap (spin up / spin down)**: 6.831 / 6.021 eV
**Spin multiplicity**: 2
**Charge**: 0
**LUMO energy (spin up / spin down)**: 0.0 / -0.8 eV
**HOMO energy (spin up / spin down)**: -6.794 / -6.808 eV

The geometry in XYZ format:
```
54
Properties=species:S:1:pos:R:3:nbo_charge:R:1
P 0.474 -1.959 -1.082 1.480
P 0.411 1.921 -0.690 1.540
C 0.075 -0.477 -1.991 -0.985
C 1.044 0.666 -1.783 -0.761
H -1.444 -0.161 -1.647 0.308
H -0.040 -0.659 -3.061 0.234
H 2.057 0.429 -1.411 0.212
H 1.223 1.187 -2.733 0.253
C 0.083 3.334 -1.783 -0.954
H -0.263 4.162 -1.150 0.244
H -0.698 3.075 -2.512 0.248
H 1.003 3.641 -2.303 0.239
C 1.686 2.590 0.352 -0.982
H 1.948 3.591 -0.012 0.264
H 2.589 1.956 0.330 0.258
H 1.322 2.683 1.377 0.314
C -0.284 -3.188 -2.230 -0.947
H -0.283 -4.188 -1.770 0.233
H 0.331 -3.215 -3.140 0.240
H -1.322 -2.930 -2.519 0.255
C 2.203 -2.327 -0.975 -0.989
H 2.783 -1.401 -0.889 0.266
H 2.505 -2.851 -1.896 0.267
H 2.406 -2.965 -0.113 0.270
Cu 3.207 0.235 1.942 0.616
C -1.469 1.508 -0.363 -0.397
C -2.217 0.673 -1.390 -0.512
C -3.592 0.269 -0.764 -0.396
C -3.512 -1.028 0.035 -0.460
C -2.373 -1.915 -0.277 -0.100
C -1.066 -1.829 0.207 -0.456
C -0.542 -0.528 1.026 -0.419
C -1.366 0.761 0.983 -0.451
C 3.007 -1.596 2.411 -1.209
H -2.006 2.470 -0.280 0.234
H -2.428 1.251 -2.309 0.200
H -4.397 0.185 -1.513 0.219
H -3.882 1.075 -0.063 0.194
H -3.537 -0.837 1.116 0.212
H -4.406 -1.627 -0.186 0.223
H -2.613 -2.800 -0.864 0.191
H -0.648 -2.708 0.771 0.244
H 0.514 -0.308 0.736 0.188
H -0.410 -0.783 2.097 0.271
H -2.345 0.565 1.395 0.221
H -0.886 1.420 1.727 0.241
H 3.972 -1.950 2.814 0.211
H 2.674 -2.104 1.498 0.155
H 2.235 -1.636 3.196 0.212
F 0.561 0.779 3.708 -0.563
B 1.587 1.662 4.041 1.384
F 2.520 1.760 2.747 -0.666
F 1.156 2.958 4.212 -0.549
F 2.456 1.164 4.978 -0.541
```

Record 2
C15H31BFO7S2 | ωB97M-V/def2-TZVPD

Properties
**Kohn-Sham gap**: 5.860 eV
**Charge**: -1
**LUMO energy**: 2.2 eV
**HOMO energy**: -3.616 eV

The geometry in XYZ format:
```
57
Properties=species:S:1:pos:R:3:nbo_charge:R:1
C -1.175 -3.532 -2.467 -0.609
C -0.014 -3.388 -3.449 -0.380
C 0.688 -2.039 -3.376 -0.687
B 1.430 -1.694 -1.945 0.634
O 0.638 -1.855 -0.704 -0.753
C 0.003 -0.629 -0.596 0.374
O -0.721 -0.544 0.585 -0.746
C 1.181 0.375 -0.816 0.078
C 2.020 0.559 0.440 -0.468
C 3.353 -0.146 0.456 0.066
F 4.191 0.262 -0.581 -0.384
O 1.776 -0.207 -1.913 -0.729
H -1.931 -4.233 -2.812 0.174
H -0.793 -3.800 -1.492 0.220
H -1.660 -2.568 -2.361 0.195
H -0.434 -3.503 -4.454 0.159
H 0.699 -4.199 -3.346 0.182
H 0.006 -1.230 -3.651 0.169
H 1.467 -2.041 -4.136 0.195
H 2.485 -2.335 -1.923 -0.150
H -0.609 -0.485 -1.498 0.090
H -0.828 -1.468 0.877 0.492
H 0.663 1.331 -0.955 0.154
H 1.456 0.161 1.275 0.231
H 2.194 1.608 0.671 0.182
H 3.868 0.120 1.380 0.132
H 3.211 -1.219 0.419 0.181
C -2.149 3.582 -4.119 -0.405
C -1.728 5.005 -3.723 -0.401
C -1.911 5.134 -2.204 -0.679
S -1.707 3.473 -1.541 2.177
O -2.965 3.054 -0.976 -0.946
O -0.482 3.417 -0.791 -0.928
C -1.479 2.651 -3.111 -0.681
H -1.852 3.341 -5.138 0.223
H -3.235 3.485 -4.051 0.208
H -0.677 5.156 -3.980 0.209
H -2.306 5.762 -4.253 0.213
H -1.169 5.785 -1.750 0.246
H -2.912 5.472 -1.942 0.237
H -1.922 1.660 -3.063 0.268
H -0.407 2.571 -3.286 0.258
C -0.438 -0.880 6.251 -0.406
C 0.486 -2.079 6.512 -0.401
C 0.653 -2.825 5.181 -0.680
S 0.447 -1.591 3.888 2.188
O -0.744 -1.908 3.149 -0.940
O 1.713 -1.372 3.249 -0.925
C 0.083 -0.220 4.978 -0.678
H -0.443 -0.182 7.088 0.217
H -1.462 -1.227 6.096 0.214
H 1.457 -1.720 6.859 0.205
H 0.086 -2.737 7.282 0.216
H 1.636 -3.276 5.076 0.250
H -0.118 -3.579 5.040 0.242
H -0.634 0.437 4.493 0.264
H 1.017 0.310 5.158 0.236
```

Record 3
C15H31BrN5ORu | ωB97M-V/def2-TZVPD

Properties
**Kohn-Sham gap (spin up / spin down)**: 8.143 / 8.256 eV
**Spin multiplicity**: 2
**Charge**: +2
**LUMO energy (spin up / spin down)**: -6.6 / -6.7 eV
**HOMO energy (spin up / spin down)**: -14.711 / -14.944 eV

The geometry in XYZ format:
```
54
Properties=species:S:1:pos:R:3:nbo_charge:R:1
Ru -0.074 -0.394 0.101 1.067
N 0.534 0.892 1.619 -0.674
C -0.164 0.575 2.883 -0.248
C 0.104 -0.876 3.189 -0.238
N -0.218 -1.776 2.039 -0.432
C 0.842 -2.831 1.982 -0.232
C 1.926 -2.389 1.031 -0.232
N 1.236 -2.075 -0.237 -0.778
C -1.575 -2.385 2.118 -0.236
C -2.563 -1.619 1.270 -0.228
N -1.992 -1.500 -0.100 -0.795
H 1.547 0.785 1.686 0.420
H 0.416 1.863 1.343 0.419
H -1.227 0.770 2.734 0.207
H 0.183 1.207 3.703 0.244
H -0.413 -1.203 4.093 0.236
H 1.174 -0.972 3.385 0.217
H 0.399 -3.757 1.617 0.213
H 1.240 -3.043 2.975 0.235
H 2.690 -3.159 0.915 0.239
H 2.418 -1.476 1.368 0.207
H 0.802 -2.928 -0.585 0.393
H 1.896 -1.762 -0.943 0.436
H -1.912 -2.472 3.153 0.235
H -1.515 -3.400 1.723 0.214
H -2.714 -0.606 1.642 0.209
H -3.532 -2.121 1.250 0.237
H -2.655 -0.992 -0.680 0.412
H -1.912 -2.423 -0.524 0.400
C 3.335 1.520 -1.655 -0.615
C 2.003 0.847 -1.956 0.251
C 1.119 1.775 -2.779 -0.624
C 2.230 -0.452 -2.724 -0.650
O 1.400 0.638 -0.664 -0.751
H 3.898 1.691 -2.573 0.232
H 3.939 0.890 -1.000 0.211
H 3.174 2.482 -1.170 0.221
H 1.636 2.089 -3.687 0.239
H 0.868 2.668 -2.205 0.217
H 0.203 1.272 -3.088 0.189
H 2.601 -0.248 -3.727 0.256
H 1.294 -1.009 -2.843 0.192
H 2.988 -1.076 -2.239 0.200
Br -3.929 4.614 -2.397 0.216
C -2.929 3.262 -1.608 -0.031
C -2.626 2.098 -2.305 -0.247
C -1.869 1.133 -1.678 0.040
N -1.412 1.236 -0.418 -0.452
C -1.731 2.357 0.244 0.059
C -2.470 3.385 -0.301 -0.252
H -2.955 1.948 -3.323 0.266
H -1.590 0.238 -2.222 0.216
H -1.429 2.449 1.280 0.199
H -2.690 4.261 0.291 0.266
```

Record 4
C15H31BrP2Ti | ωB97M-V/def2-TZVPD

Properties
**Kohn-Sham gap (spin up / spin down)**: 4.038 / 4.021 eV
**Charge**: +2
**LUMO energy (spin up / spin down)**: -8.4 / -8.6 eV
**HOMO energy (spin up / spin down)**: -12.432 / -12.611 eV

The geometry in XYZ format:
```
50
Properties=species:S:1:pos:R:3:nbo_charge:R:1
P -1.653 1.773 1.560 1.394
P 2.139 -0.988 1.572 1.406
C 0.306 1.353 0.933 -0.678
C 0.981 0.089 0.429 -0.766
H 0.736 1.637 1.924 0.221
H 0.521 2.206 0.248 0.262
H 0.452 -0.840 -0.019 0.250
H 1.526 0.387 -0.464 0.332
C 3.484 0.208 1.720 -1.001
H 4.027 0.011 2.660 0.291
H 3.080 1.236 1.720 0.278
H 4.138 0.077 0.835 0.301
C 2.701 -2.690 1.180 -0.986
H 3.139 -2.760 0.170 0.294
H 1.891 -3.427 1.296 0.294
H 3.463 -2.961 1.932 0.300
C -1.884 3.522 1.441 -0.993
H -2.397 3.914 2.344 0.299
H -2.532 3.749 0.576 0.291
H -0.931 4.070 1.304 0.288
C -3.133 0.770 1.168 -0.919
H -2.951 -0.351 1.245 0.182
H -3.553 1.102 0.197 0.289
H -3.800 1.013 2.011 0.277
Ti -1.144 -0.434 0.512 0.556
C 0.631 -2.089 -1.668 -0.229
C 1.570 -1.153 -1.893 -0.152
C 1.415 0.100 -2.710 -0.469
C -0.002 0.656 -2.907 -0.446
C -0.907 0.618 -1.677 -0.326
C -1.632 -0.559 -1.330 -0.383
C -1.782 -1.743 -2.252 -0.415
C -0.467 -2.382 -2.627 -0.457
C -1.297 1.362 3.315 -0.944
H 0.689 -2.807 -0.837 0.194
H 2.518 -1.204 -1.327 0.178
H 1.878 -0.136 -3.680 0.264
H 2.038 0.925 -2.329 0.213
H 0.141 1.696 -3.275 0.243
H -0.436 0.161 -3.793 0.230
H -1.409 1.605 -1.515 0.215
H -2.623 -0.417 -0.770 0.201
H -2.330 -1.450 -3.157 0.250
H -2.431 -2.463 -1.752 0.217
H -0.638 -3.464 -2.697 0.250
H -0.141 -2.043 -3.614 0.228
H -1.192 0.312 3.482 0.253
H -2.122 1.700 3.930 0.268
H -0.336 1.833 3.576 0.254
Br 0.257 -1.722 3.010 -0.099
```

Number 1: electronic energy -90819.951 eV. Number 2: electronic energy -55456.010 eV. Number 3: electronic energy -98166.372 eV. Number 4: electronic energy -127769.284 eV.